Formula: C11H24BNO2
Source: the Open Molecules 2025 dataset
Level of theory: ωB97M-V/def2-TZVPD

Positions of all 39 atoms, in Å:
O: 0.80 -0.66 0.68
O: -1.49 -0.54 0.22
B: -0.38 0.02 0.82
N: 0.17 1.16 2.94
C: 1.66 3.61 -0.51
C: -1.21 2.57 -0.54
C: 1.29 -3.00 0.34
C: 1.24 -1.34 -1.58
C: -1.51 -1.97 -1.80
C: -1.65 -2.95 0.39
C: -0.59 1.31 1.65
C: 1.15 2.40 0.37
C: -0.29 2.54 0.71
C: 0.58 -1.75 -0.22
C: -1.00 -1.76 -0.35
H: 1.16 1.15 2.71
H: -0.09 0.26 3.42
H: 1.50 4.58 -0.02
H: 2.73 3.64 -0.66
H: 1.22 3.81 -1.47
H: -2.24 2.83 -0.18
H: -1.31 1.58 -0.94
H: -0.91 3.25 -1.38
H: 1.26 -2.97 1.46
H: 2.38 -2.99 0.02
H: 0.89 -3.89 -0.07
H: 2.30 -1.11 -1.46
H: 0.76 -0.44 -1.84
H: 1.09 -1.99 -2.42
H: -2.50 -1.41 -1.74
H: -0.92 -1.59 -2.63
H: -1.72 -3.01 -2.00
H: -1.32 -3.03 1.41
H: -2.72 -2.86 0.40
H: -1.36 -3.92 -0.13
H: -1.68 1.25 1.94
H: 1.79 2.42 1.26
H: 1.26 1.41 -0.12
H: -0.36 3.38 1.34

Computed properties:
E = -18059.567 eV
HOMO-LUMO gap = 9.264 eV
HOMO level = -0.317 hartree
SMILES = CC[C@@H](C)[C@H](N)B1OC(C)(C)C(C)(C)O1
LUMO level = 0.6 eV

***

Formula: C5H20N10O5
Source: the Open Molecules 2025 dataset
Level of theory: ωB97M-V/def2-TZVPD

Positions of all 40 atoms, in Å:
C: 0.10 -3.60 1.53
O: -0.47 -2.82 2.28
N: 1.01 -4.53 1.97
N: -0.22 -3.70 0.21
H: 0.91 -5.44 1.54
H: 1.19 -4.60 2.96
H: 0.12 -4.49 -0.30
H: -0.67 -2.89 -0.17
C: 5.18 0.84 0.80
O: 6.40 0.91 0.91
N: 4.30 1.58 1.51
N: 4.59 -0.06 -0.04
H: 3.35 1.24 1.47
H: 4.62 2.35 2.07
H: 5.13 -0.81 -0.43
H: 3.64 -0.34 0.17
C: -3.08 3.60 -0.38
O: -2.19 4.09 -1.05
N: -3.93 4.30 0.45
N: -3.46 2.29 -0.47
H: -3.90 5.30 0.48
H: -4.43 3.67 1.04
H: -2.91 1.78 -1.14
H: -4.38 1.98 -0.22
C: 0.37 0.76 1.02
O: 1.51 0.70 1.45
N: -0.60 -0.16 1.29
N: -0.05 1.77 0.21
H: -0.37 -1.02 1.79
H: -1.58 -0.01 1.16
H: -1.04 1.84 0.05
H: 0.55 2.51 -0.10
C: -1.59 -0.66 -2.56
O: -2.48 0.07 -2.13
N: -1.63 -1.18 -3.82
N: -0.43 -0.75 -1.89
H: -1.00 -1.91 -4.10
H: -2.48 -1.06 -4.34
H: 0.39 -1.14 -2.30
H: -0.47 -0.40 -0.94

Computed properties:
E = -30653.137 eV
HOMO-LUMO gap = 9.079 eV
HOMO level = -0.330 hartree
SMILES = NC(N)=O.NC(N)=O.NC(N)=O.NC(N)=O.NC(N)=O
LUMO level = 0.1 eV

***

Formula: C7H9Cl2F7OSi
Source: the Open Molecules 2025 dataset
Level of theory: ωB97M-V/def2-TZVPD

Positions of all 27 atoms, in Å:
F: -1.01 4.02 0.08
F: -2.24 2.38 0.68
F: -1.87 2.79 -1.44
F: 1.94 1.37 0.65
F: 0.65 2.65 1.84
F: 1.56 3.49 0.00
F: 0.17 1.46 -1.50
Cl: -0.09 -4.07 0.94
Cl: 2.66 -3.60 -1.02
O: -0.52 0.56 0.47
C: -1.31 2.74 -0.24
C: 1.06 2.37 0.61
C: -1.54 -0.14 -0.25
C: -1.26 -1.59 -0.51
C: -0.13 1.80 -0.18
C: 1.86 -1.48 1.36
C: 0.05 -1.65 -1.26
Si: 1.19 -2.59 -0.05
H: -2.45 0.00 0.42
H: -1.71 0.34 -1.20
H: -2.05 -2.12 -1.05
H: -1.19 -2.19 0.40
H: 2.74 -0.93 1.21
H: 1.04 -0.77 1.51
H: 2.01 -2.15 2.19
H: 0.48 -0.59 -1.33
H: -0.03 -2.08 -2.32

Computed properties:
E = -61400.263 eV
HOMO-LUMO gap = 11.041 eV
HOMO level = -0.382 hartree
SMILES = C[Si](Cl)(Cl)CCCOC(F)(C(F)(F)F)C(F)(F)F
LUMO level = 0.6 eV

***

Formula: C5H9NO
Source: the Open Molecules 2025 dataset
Level of theory: ωB97M-V/def2-TZVPD

Positions of all 16 atoms, in Å:
C: -0.01 -1.44 -0.94
C: 0.70 -0.36 -0.29
O: 1.23 0.53 -1.21
C: -0.01 0.41 0.80
C: -0.69 1.69 0.45
C: -0.83 -0.42 1.65
N: -1.48 -1.10 2.32
H: -0.41 -2.07 -0.16
H: 0.63 -1.98 -1.62
H: -0.83 -1.03 -1.50
H: 1.67 -0.84 0.26
H: 1.65 0.02 -1.92
H: 1.05 0.59 1.18
H: -0.98 2.23 1.34
H: -1.59 1.51 -0.12
H: 0.01 2.24 -0.16

Computed properties:
E = -8867.133 eV
HOMO-LUMO gap = 11.023 eV
HOMO level = -0.384 hartree
SMILES = C[C@@H](O)[C@@H](C)C#N
LUMO level = 0.6 eV